{
  "formula": "CH2NO3S",
  "method": "wB97M-V/def2-TZVPD",
  "elements": ["C", "N", "O", "O", "O", "S", "H", "H"],
  "xyz": [[-1.54687, -0.04799, 0.17423], [1.24012, 1.30814, 0.50487], [-2.29053, 0.88000, -0.03184], [-1.43321, -1.14106, 0.67256], [1.07377, -1.21540, -0.46682], [0.51192, 0.45797, -0.58792], [1.99688, 1.73338, 0.11277], [0.44792, -1.97505, -0.37785]],
  "forces_ev_per_a": [[0.404, 0.306, 0.513], [-2.908, -1.510, 1.777], [0.483, -0.583, -0.083], [-0.410, 0.311, -0.399], [0.355, -0.356, -0.327], [-0.552, -1.145, -0.174], [2.657, 1.382, -1.529], [-0.031, 1.595, 0.222]],
  "nbo_charge": [0.846, -1.119, -0.665, -0.676, -0.992, 0.805, 0.316, 0.485],
  "energy_ev": -19537.51380,
  "e_lumo_ha": 0.14341,
  "fmax_ev_per_a": 3.73,
  "de_lowest_ev": 1.388,
  "charge": -1
}

{
  "formula": "C50H76N6O4PSTi",
  "method": "wB97M-V/def2-TZVPD",
  "elements": ["Ti", "C", "C", "C", "C", "C", "C", "C", "N", "C", "C", "C", "C", "C", "C", "C", "C", "C", "C", "N", "C", "C", "C", "N", "C", "C", "C", "C", "C", "C", "C", "C", "C", "C", "C", "C", "C", "C", "N", "C", "C", "H", "H", "H", "H", "H", "H", "H", "H", "H", "H", "H", "H", "H", "H", "H", "H", "H", "H", "H", "H", "H", "H", "H", "H", "H", "H", "H", "H", "H", "H", "H", "H", "H", "H", "H", "H", "H", "H", "H", "H", "H", "H", "H", "H", "C", "C", "N", "C", "C", "S", "C", "C", "N", "H", "H", "H", "H", "H", "H", "H", "H", "H", "H", "H", "H", "H", "H", "C", "C", "C", "C", "O", "P", "O", "O", "O", "C", "C", "C", "C", "H", "H", "H", "H", "H", "H", "H", "H", "H", "H", "H", "H", "H", "H", "H", "H", "H", "H"],
  "xyz": [[-0.49386, 0.70636, -0.37291], [5.06563, 1.24854, -3.13728], [4.33514, 2.42603, -2.48013], [3.34389, 1.96171, -1.45796], [3.61981, 1.48952, -0.19497], [4.92793, 1.59167, 0.52902], [5.03770, 2.95928, 1.22039], [2.35871, 1.17394, 0.42749], [1.35073, 1.42017, -0.47935], [1.91439, 1.97353, -1.60196], [1.15122, 2.77318, -2.46978], [-0.14314, 3.17295, -2.10972], [-0.79811, 4.41177, -2.42904], [-0.22277, 5.46882, -3.32211], [0.86803, 6.27363, -2.60049], [-1.91251, 4.49919, -1.63335], [-2.00565, 3.26719, -0.87826], [-2.97209, 2.85023, -0.00304], [-2.97283, 1.45422, 0.48104], [-2.38898, 0.42719, -0.40207], [-3.73842, 0.35133, -0.17179], [-2.84830, 1.07083, 1.96537], [-1.42516, 1.14397, 2.44056], [-0.37978, 0.85928, 1.59346], [0.79025, 0.97868, 2.32711], [2.10031, 0.90564, 1.75495], [0.47107, 1.34284, 3.63616], [-0.94047, 1.48089, 3.69339], [-1.74611, 2.06930, 4.81488], [-1.86291, 3.59472, 4.67794], [1.46560, 1.61284, 4.72510], [2.07691, 3.01777, 4.63980], [-4.18289, -0.60441, 0.88498], [-3.53675, -0.30560, 2.02283], [-3.30438, -1.28993, 3.13208], [-3.87235, -0.94027, 4.51343], [-5.18395, -1.70038, 0.63573], [-6.35442, -1.66021, 1.62292], [-0.90231, 2.48492, -1.19165], [-2.85919, 5.65418, -1.52937], [-3.86660, 5.68881, -2.68589], [5.75907, 1.59536, -3.90802], [4.34768, 0.56665, -3.59595], [5.63209, 0.68661, -2.39323], [3.82187, 3.00055, -3.25396], [5.07147, 3.08869, -2.01357], [5.75907, 1.47544, -0.17103], [5.00741, 0.79997, 1.27814], [4.97987, 3.75858, 0.47944], [5.97442, 3.06240, 1.77444], [4.20469, 3.09029, 1.91152], [1.64408, 3.27994, -3.28977], [-1.01318, 6.14734, -3.65050], [0.20700, 5.00126, -4.21252], [0.44460, 6.78797, -1.73617], [1.31561, 7.01820, -3.26388], [1.65081, 5.60449, -2.24289], [-3.78731, 3.50728, 0.27710], [-3.45902, 1.76464, 2.55625], [2.93628, 0.81103, 2.43782], [-1.29179, 1.82445, 5.77948], [-2.75590, 1.65834, 4.81076], [-0.88225, 4.06414, 4.75543], [-2.51290, 4.01778, 5.44913], [-2.27544, 3.84422, 3.69866], [2.27271, 0.87714, 4.66063], [0.98525, 1.48838, 5.69967], [2.54499, 3.16271, 3.66535], [2.83294, 3.17215, 5.41527], [1.30770, 3.78149, 4.75686], [-2.21794, -1.40566, 3.21958], [-3.70481, -2.25572, 2.81367], [-3.22691, -0.23459, 5.03186], [-3.93759, -1.83818, 5.13156], [-4.87065, -0.50391, 4.43593], [-4.69749, -2.68055, 0.68923], [-5.56490, -1.58356, -0.38095], [-6.00688, -1.84495, 2.63936], [-7.10314, -2.41516, 1.37039], [-6.83227, -0.67961, 1.60191], [-2.29343, 6.59102, -1.51933], [-3.40088, 5.59204, -0.58343], [-3.34610, 5.76398, -3.64182], [-4.54414, 6.54132, -2.59211], [-4.45642, 4.77115, -2.69862], [-0.21698, -1.95375, -4.06371], [0.23174, -0.49247, -3.93784], [-0.74431, 0.25217, -3.14943], [-2.09852, -0.08878, -3.54767], [-2.38628, -1.56018, -3.13156], [-1.96295, -3.42260, 0.00687], [-2.04908, -4.23279, -1.60822], [-1.18514, -3.71090, -2.75205], [-1.11611, -2.27479, -2.97740], [-0.70556, -2.10666, -5.04227], [0.64016, -2.62730, -4.01601], [1.19597, -0.42322, -3.43109], [0.33774, -0.07364, -4.94946], [-0.55361, 1.24342, -3.22980], [-2.79035, 0.58677, -3.04596], [-2.23191, 0.00740, -4.63765], [-2.91226, -1.58671, -2.17662], [-3.00816, -2.03257, -3.91165], [-1.80956, -5.28387, -1.44346], [-3.11358, -4.15346, -1.84943], [-0.16422, -4.04585, -2.55371], [-1.53768, -4.20924, -3.67449], [-0.36300, -1.42024, -1.53325], [2.61529, -6.48376, 2.43299], [1.38975, -5.92093, 1.71767], [0.12809, -6.24705, 2.52044], [1.29508, -6.51275, 0.30964], [1.57997, -4.50531, 1.70642], [0.92614, -3.19667, 0.91501], [-0.52184, -3.96431, 0.58578], [0.08216, -0.94920, -0.79578], [1.51959, -3.40701, -0.62013], [2.82291, -2.96364, -1.02729], [2.81675, -1.45024, -1.26205], [3.09526, -3.70171, -2.33581], [3.90083, -3.31326, 0.00217], [2.54220, -7.56686, 2.54650], [2.70265, -6.02319, 3.41819], [3.51989, -6.25091, 1.86876], [0.04990, -7.31824, 2.71735], [-0.75433, -5.91299, 1.97727], [0.16307, -5.70923, 3.46972], [1.06370, -7.57861, 0.36401], [2.23907, -6.38287, -0.22405], [0.51581, -6.00458, -0.25188], [2.19249, -1.20205, -2.12243], [3.83058, -1.09273, -1.45222], [2.41254, -0.93837, -0.38599], [2.37098, -3.39412, -3.09296], [2.98932, -4.77734, -2.18192], [4.10100, -3.48653, -2.70057], [3.72752, -2.74959, 0.92100], [4.88924, -3.07260, -0.39064], [3.85633, -4.37352, 0.24749]],
  "forces_ev_per_a": [[-0.320, -1.229, -0.432], [-0.015, 0.127, -0.025], [-0.005, -0.142, 0.065], [0.031, -0.202, 0.107], [0.026, 0.222, -0.187], [-0.180, 0.104, -0.012], [0.051, -0.104, -0.005], [0.013, 0.269, 0.332], [1.032, 0.513, 0.053], [-0.072, 0.243, -0.044], [-0.006, 0.053, 0.161], [0.105, -0.057, -0.036], [-0.167, -0.050, 0.033], [0.104, -0.020, 0.246], [-0.086, -0.010, -0.113], [0.214, 0.112, -0.099], [-0.151, -0.144, 0.165], [0.043, 0.046, -0.111], [-0.534, 0.510, 0.332], [-0.924, -0.563, -0.146], [0.470, 0.333, 0.240], [0.242, -0.173, -0.266], [-0.082, 0.125, 0.262], [0.123, 0.073, 0.532], [-0.176, 0.045, 0.302], [0.099, 0.013, -0.240], [0.059, -0.147, -0.105], [-0.075, -0.141, -0.129], [0.067, 0.165, -0.161], [-0.015, -0.112, 0.067], [-0.058, 0.187, -0.197], [0.026, -0.096, 0.072], [-0.184, -0.063, -0.067], [0.106, -0.016, -0.055], [-0.240, 0.081, 0.113], [0.066, -0.010, -0.067], [0.204, -0.029, 0.120], [0.048, -0.065, -0.133], [-0.043, 0.948, -0.637], [-0.059, -0.133, -0.196], [0.030, 0.019, 0.114], [0.005, -0.036, 0.002], [0.007, -0.013, -0.001], [-0.005, -0.040, -0.013], [0.036, 0.078, 0.030], [-0.010, 0.048, -0.055], [0.027, -0.087, 0.026], [0.069, -0.052, -0.038], [0.012, 0.017, 0.017], [-0.010, 0.001, -0.001], [0.015, 0.026, 0.017], [0.039, 0.078, 0.061], [0.006, -0.026, -0.087], [-0.056, 0.047, -0.055], [0.033, 0.001, 0.015], [0.012, 0.007, 0.027], [0.019, 0.032, 0.026], [-0.016, -0.003, -0.057], [0.066, 0.057, 0.009], [0.019, 0.028, -0.020], [-0.077, -0.053, 0.031], [0.018, -0.034, 0.076], [-0.011, 0.039, -0.029], [0.022, 0.016, 0.006], [0.015, 0.035, 0.004], [-0.014, -0.035, 0.112], [0.058, -0.068, 0.028], [-0.010, 0.026, -0.005], [0.002, 0.018, -0.010], [0.010, 0.021, -0.022], [-0.014, -0.056, -0.011], [0.063, -0.016, -0.007], [-0.057, 0.019, 0.016], [-0.011, 0.017, 0.026], [-0.009, -0.023, 0.010], [-0.023, -0.048, -0.030], [0.039, -0.049, -0.016], [-0.042, 0.020, 0.017], [-0.004, -0.002, 0.043], [-0.006, -0.001, 0.022], [-0.026, 0.017, 0.051], [0.039, 0.060, 0.026], [-0.030, -0.002, -0.019], [-0.025, -0.022, -0.034], [-0.012, 0.009, -0.009], [0.037, 0.140, -0.074], [0.038, 0.108, 0.034], [0.003, 0.086, -0.158], [0.023, -0.283, 0.088], [0.268, 0.107, -0.074], [-0.102, 0.410, -0.240], [-0.016, 0.462, 0.262], [0.104, 0.011, -0.151], [-0.205, -0.090, 0.474], [-0.017, -0.138, 0.027], [-0.012, 0.077, -0.063], [-0.100, 0.075, -0.134], [0.077, 0.028, 0.004], [-0.154, 0.052, -0.087], [-0.044, -0.057, -0.015], [-0.056, 0.047, 0.016], [-0.051, 0.023, -0.002], [-0.065, -0.058, 0.073], [-0.109, -0.081, -0.154], [-0.037, -0.042, 0.056], [0.041, 0.043, -0.097], [0.027, -0.149, 0.026], [0.074, -0.107, 0.154], [0.024, 0.199, 0.011], [-0.194, -0.515, -0.108], [0.012, 0.230, -0.055], [0.073, 0.256, 0.013], [-0.077, 0.965, -0.065], [0.232, -0.846, -0.629], [0.155, -0.264, 0.089], [-0.201, -0.479, 0.271], [-0.220, -0.384, 0.586], [0.497, 0.555, -0.390], [0.032, -0.441, 0.048], [-0.148, -0.071, 0.146], [-0.395, -0.104, 0.054], [-0.045, 0.007, -0.014], [0.010, -0.057, 0.017], [-0.001, -0.002, 0.000], [0.046, 0.005, -0.031], [-0.031, -0.046, 0.028], [-0.007, -0.070, 0.023], [0.032, 0.000, 0.039], [-0.020, -0.004, -0.005], [-0.055, -0.048, -0.056], [0.096, -0.031, 0.287], [0.053, -0.051, 0.012], [0.178, -0.168, -0.310], [0.065, -0.014, 0.023], [0.071, -0.043, -0.024], [-0.015, 0.033, -0.004], [0.130, 0.016, 0.028], [-0.030, 0.057, 0.001], [0.078, -0.082, 0.022]],
  "mulliken_spin": [0.071, -0.010, -0.009, -0.096, 0.097, 0.002, 0.021, -0.223, 0.015, 0.285, -0.187, 0.294, -0.105, 0.002, -0.004, 0.169, -0.201, 0.462, -0.139, 0.133, 0.787, 0.148, 0.077, -0.004, -0.064, 0.334, 0.107, -0.028, 0.004, -0.006, 0.004, 0.015, -0.106, 0.008, 0.012, 0.007, 0.004, 0.005, 0.035, 0.008, 0.015, 0.002, 0.006, -0.001, -0.007, 0.002, -0.001, 0.006, 0.001, -0.001, -0.005, 0.003, -0.001, -0.001, 0.001, -0.002, 0.003, 0.004, -0.008, 0.033, 0.000, -0.001, 0.002, 0.000, 0.004, 0.003, 0.001, -0.006, -0.001, -0.001, 0.001, -0.001, -0.002, 0.000, 0.000, 0.004, -0.018, 0.000, 0.000, 0.001, 0.004, 0.003, 0.000, -0.003, 0.001, 0.004, -0.024, 0.016, -0.011, -0.013, -0.001, 0.000, 0.002, -0.001, 0.000, -0.002, 0.015, 0.005, -0.012, 0.001, 0.001, 0.021, -0.001, 0.000, -0.001, 0.000, 0.000, 0.002, 0.000, 0.000, 0.000, 0.000, 0.004, -0.009, 0.003, 0.031, 0.004, -0.003, -0.005, 0.000, 0.000, 0.000, 0.000, 0.000, 0.000, 0.000, 0.000, 0.000, 0.000, 0.000, 0.017, -0.009, 0.001, 0.000, 0.000, 0.000, 0.000, 0.001, 0.000],
  "energy_ev": -113456.84645,
  "e_lumo_ha": [0.08548, 0.08417],
  "fmax_ev_per_a": 1.34,
  "s_squared": 2.18,
  "multiplicity": 3,
  "de_lowest_ev": 3.070,
  "charge": -1
}